Record 1
# C25H47CdCl2NO3Si2

A structure of composition C25H47CdCl2NO3Si2 in a non-equilibrium geometry (wB97M-V/def2-TZVPD, the Open Molecules 2025 dataset).

Each line ends with the Mulliken charge.
Positions of all 81 atoms, in Å:
O1 -0.91809 -2.43687 -1.52509  -0.041
O2 -2.27631 -0.58275 -3.04097  -0.014
C1 0.39371 -2.89882 -1.21524  0.081
C2 0.65889 -3.43893 0.17993  -1.282
H1 1.07055 -2.06125 -1.44698  0.066
H2 0.61247 -3.68423 -1.95929  0.276
H3 0.73150 -2.64908 0.93328  0.146
H4 1.61978 -3.95988 0.16327  0.439
H5 -0.09272 -4.16768 0.48948  0.299
C3 -1.84474 -2.19173 -0.44791  0.477
C4 -2.95044 -3.21796 -0.49927  -1.449
H6 -2.24189 -1.18641 -0.63148  -0.091
H7 -1.33832 -2.18252 0.53249  0.243
H8 -3.53069 -3.07853 -1.41814  0.147
H9 -3.61405 -3.10286 0.35564  0.466
H10 -2.54437 -4.23502 -0.48949  0.258
C5 -3.32238 0.37559 -3.29978  -0.323
C6 -2.03521 -1.51426 -4.11496  -0.199
C7 -4.49675 0.14575 -2.37283  -1.372
H11 -3.65065 0.30633 -4.35420  0.456
H12 -2.89338 1.37495 -3.12640  0.182
H13 -5.01452 -0.79131 -2.61619  0.318
H14 -5.21046 0.96550 -2.50319  0.443
H15 -4.19066 0.12993 -1.31904  0.235
C8 -3.22918 -2.38368 -4.41251  -1.204
H16 -1.18981 -2.11490 -3.77515  0.016
H17 -1.72132 -0.94892 -5.00979  0.363
H18 -3.55789 -2.91648 -3.51446  0.176
H19 -2.93400 -3.12331 -5.16026  0.429
H20 -4.05975 -1.80246 -4.82148  0.329
H21 -0.90527 -0.06532 -1.88555  -0.848
Cd1 0.59720 1.39689 1.30447  1.439
C9 -0.21138 0.79517 -1.61236  1.518
Si1 0.61742 1.43387 -3.20074  0.411
H22 -0.81682 1.58887 -1.15070  0.455
H23 0.56559 0.41820 -0.92613  -0.995
C10 1.41880 -0.05896 -4.02479  -0.959
C11 1.94539 2.70999 -2.82496  -0.784
C12 -0.58883 2.20446 -4.42112  -1.066
C13 2.48748 0.60942 0.61476  -0.876
Si2 3.80409 1.23128 1.79850  0.074
H24 2.71292 0.87287 -0.42812  0.315
H25 2.45029 -0.49213 0.65719  0.436
C14 4.71054 2.65812 0.97227  -1.004
C15 5.02248 -0.14017 2.21502  -1.123
C16 3.10935 1.82692 3.44935  -1.035
H26 -0.03655 2.63954 -5.26723  0.374
H27 -1.15891 3.01195 -3.94353  0.336
H28 -1.30272 1.47912 -4.83210  0.177
H29 2.29360 -0.39293 -3.44950  0.316
H30 1.75578 0.21703 -5.03430  0.377
H31 0.71988 -0.90092 -4.11711  0.261
H32 2.51231 2.46742 -1.91536  0.022
H33 1.49588 3.70496 -2.69445  0.292
H34 2.65853 2.77446 -3.66260  0.307
H35 5.18210 -0.79888 1.35086  0.343
H36 4.65125 -0.75303 3.04835  0.311
H37 5.99483 0.28005 2.51099  0.324
H38 2.74651 0.98522 4.05762  0.208
H39 2.28409 2.54625 3.34673  0.258
H40 3.90848 2.32915 4.01800  0.387
H41 5.55279 2.98076 1.60088  0.316
H42 4.04370 3.51855 0.81970  0.282
H43 5.11078 2.35657 -0.00599  0.306
Cl1 1.07348 -3.03296 4.39601  -0.218
C17 0.29992 -1.57942 4.81399  0.616
C18 -0.09902 -1.30639 6.11753  -0.669
C19 -0.71836 -0.10108 6.44375  0.781
Cl2 -1.16339 0.18090 8.07407  -0.285
C20 -0.96444 0.90853 5.46278  -0.026
C21 -1.56624 2.15353 5.73016  -0.736
C22 -1.67714 3.09264 4.72381  -0.724
C23 -1.13132 2.82236 3.46424  -0.091
N1 -0.55009 1.63831 3.18444  -0.391
C24 -0.51726 0.66034 4.13263  0.820
C25 0.11057 -0.60716 3.76223  -0.872
O3 0.52579 -0.79801 2.57859  -0.815
H44 0.06800 -2.04663 6.89340  0.436
H45 -1.93300 2.35424 6.73213  0.408
H46 -2.16686 4.04797 4.89321  0.390
H47 -1.15154 3.54986 2.64894  0.352

Output
- charge = 0

=====

Record 2
# C3H7O2

A cluster of 3 separate species, C3H7O2 in total in a non-equilibrium geometry (wB97M-V/def2-TZVPD, the Open Molecules 2025 dataset).

Each line ends with the Mulliken charge.
Positions of all 12 atoms, in Å:
C1 0.71426 0.88068 -0.26513  -0.083
O1 1.71940 1.51314 -0.08968  -0.490
H1 -0.24046 1.09089 0.21970  0.263
H2 0.76455 0.12615 -1.06299  0.229
H3 3.64298 1.38003 -3.06389  -0.002
C2 -1.46345 -0.72095 1.93185  -0.696
C3 -1.97158 -1.04796 0.66812  -0.090
O2 -2.40283 -0.35409 -0.27952  -0.712
H4 -1.43174 -1.49946 2.68296  0.178
H5 -0.73872 0.08377 2.00686  0.124
H6 -2.01964 -2.16348 0.55491  0.276
H7 3.42723 0.71129 -3.30320  0.003

Output
- charge = -1

=====

Record 3
# C51H111N5O7

A cluster of 7 separate species, C51H111N5O7 in total in a non-equilibrium geometry (wB97M-V/def2-TZVPD, the Open Molecules 2025 dataset).

Each line ends with the Mulliken charge.
Positions of all 174 atoms, in Å:
C1 11.60738 9.25516 13.54191  -2.282
C2 11.49835 8.41659 12.23127  2.890
C3 12.58890 7.32660 12.18248  -1.720
C4 10.14164 7.72606 12.28264  -1.365
C5 9.65385 7.19236 10.94205  -0.836
C6 9.74226 8.37210 9.90348  -1.398
C7 11.10036 9.04406 9.78418  1.326
C8 12.01558 7.99722 9.06616  -1.500
C9 10.93043 10.30442 8.84431  -1.935
N1 11.52022 9.39254 11.15450  0.240
O1 12.58062 10.25046 11.10785  -0.149
H1 12.54604 9.80684 13.49024  0.104
H2 10.76157 9.92991 13.67377  0.645
H3 11.53698 8.59409 14.40570  0.048
H4 12.28160 6.36792 11.76462  0.491
H5 13.50286 7.73414 11.75041  -0.029
H6 12.94754 7.05414 13.17508  0.416
H7 10.38263 6.80100 12.80636  0.322
H8 9.40287 8.28849 12.85358  0.460
H9 10.13220 6.32626 10.48469  0.345
H10 8.60459 6.93054 11.07849  0.498
H11 8.96288 9.09282 10.15094  0.416
H12 9.35646 8.18808 8.90079  0.544
H13 11.59839 7.79568 8.07953  0.458
H14 12.15137 7.02886 9.54776  0.346
H15 13.05530 8.30531 8.95590  0.199
H16 10.49864 10.10528 7.86350  0.422
H17 11.93086 10.71508 8.70797  0.336
H18 10.26226 11.04844 9.27800  0.422
H19 12.15513 11.01536 11.50213  0.297
C10 13.38139 14.66850 19.26511  -1.488
C11 12.51698 13.44836 18.76706  1.072
C12 12.71429 12.20772 19.81104  -1.236
C13 10.98485 13.78314 18.86708  -1.154
C14 10.39153 14.57490 17.65735  -0.909
C15 10.66416 13.73696 16.39757  -0.791
C16 12.23086 13.41832 16.14811  1.336
C17 12.30986 12.27050 15.06660  -1.473
C18 12.91822 14.74682 15.65421  -1.840
N2 12.81279 12.86158 17.40275  0.888
O2 14.15833 12.39498 17.33695  -0.464
H20 13.09408 14.87172 20.29674  0.412
H21 14.36868 14.20872 19.30940  0.409
H22 13.57779 15.48970 18.57577  0.222
H23 12.27553 12.42202 20.78555  0.476
H24 12.18882 11.35054 19.39002  0.216
H25 13.72030 11.84520 20.02230  0.056
H26 10.42173 12.86368 19.02715  0.305
H27 10.69795 14.33936 19.75950  0.477
H28 9.32620 14.77408 17.77346  0.455
H29 10.88893 15.53656 17.53131  0.363
H30 10.22204 14.23342 15.53376  0.586
H31 10.13353 12.79056 16.50168  -0.049
H32 13.30880 11.91470 14.81440  0.412
H33 11.79340 12.61420 14.17036  0.559
H34 11.75652 11.37918 15.36231  -0.201
H35 13.93502 14.48352 15.36287  0.405
H36 12.96433 15.50744 16.43358  0.336
H37 12.43721 15.02856 14.71754  0.404
H38 14.75074 13.15032 17.34708  0.267
C19 17.29065 6.08936 20.35431  -1.720
C20 17.90014 7.22136 21.28472  1.485
C21 17.68696 6.78016 22.78020  -1.921
C22 19.35792 7.21504 20.87886  -0.776
C23 20.12199 8.40242 21.47221  -1.047
C24 19.40051 9.72130 21.15835  -1.112
C25 17.85094 9.76528 21.41149  1.845
C26 17.63351 10.10450 22.87056  -1.947
C27 17.36821 10.81612 20.38914  -1.309
N3 17.20645 8.51468 20.99803  1.420
O3 15.85444 8.49854 21.16398  -0.609
H39 16.95900 6.41520 19.36845  0.042
H40 17.88949 5.17886 20.33258  0.446
H41 16.31152 5.80022 20.73616  0.488
H42 17.92995 5.74028 22.99861  0.452
H43 18.31173 7.30692 23.50152  0.324
H44 16.67856 7.02594 23.11309  0.359
H45 19.84683 6.31832 21.25956  0.615
H46 19.62408 7.27174 19.82338  -0.307
H47 20.13647 8.25506 22.55211  0.525
H48 21.18412 8.34982 21.23304  0.473
H49 19.69525 10.07222 20.16937  0.124
H50 19.90780 10.40258 21.84142  0.362
H51 16.57299 10.23204 23.08765  0.401
H52 18.12076 11.05252 23.09849  0.496
H53 18.09351 9.42760 23.59050  0.286
H54 17.54400 11.80872 20.80381  0.527
H55 16.29541 10.75212 20.20716  -0.165
H56 17.74554 10.68914 19.37446  0.022
H57 15.52771 8.56308 20.26361  0.132
C28 17.11459 8.47327 12.45855  -1.521
C29 16.74295 8.96866 11.02127  1.806
C30 16.34458 7.73564 10.20921  -2.148
C31 15.48898 9.95916 11.11156  -0.032
C32 15.94682 11.35016 11.51896  -0.769
C33 17.03667 11.91000 10.49039  -1.603
C34 18.30282 11.03482 10.44155  1.721
C35 19.07419 11.42188 9.19397  -2.032
C36 19.09508 11.32382 11.77982  -1.795
N4 17.92290 9.57880 10.36334  0.478
O4 19.04789 8.67258 10.20263  -0.469
H58 17.48917 9.36478 12.96157  -0.090
H59 16.21535 8.23699 13.02743  0.258
H60 17.90389 7.72300 12.41151  0.622
H61 17.15690 7.02230 10.06993  0.497
H62 15.50497 7.20706 10.66061  0.285
H63 16.00820 8.00164 9.20712  0.527
H64 14.95694 9.85772 10.16566  0.504
H65 14.92230 9.60106 11.97106  -0.539
H66 15.18149 12.12562 11.55096  0.482
H67 16.36992 11.43048 12.52028  0.126
H68 17.29348 12.94702 10.70654  0.473
H69 16.56450 11.90886 9.50797  0.440
H70 19.43904 12.44898 9.20204  0.413
H71 18.51377 11.12996 8.30583  0.415
H72 20.06905 10.98010 9.25042  0.465
H73 18.50953 11.27606 12.69794  0.161
H74 19.60358 12.26712 11.58056  0.518
H75 19.86465 10.55636 11.86278  0.385
H76 18.99097 8.44668 9.27132  0.332
C37 18.62695 7.58586 16.59523  -1.214
C38 19.89389 8.33456 16.14204  1.827
C39 20.06301 8.21750 14.62098  -0.973
C40 19.57734 9.79320 16.46345  -0.091
C41 20.81173 10.65666 16.44403  -0.879
C42 21.88929 10.07784 17.33063  -1.181
C43 22.22811 8.57174 17.13345  1.317
C44 23.21549 8.59784 15.90911  -1.812
C45 22.98935 8.07312 18.41003  -1.449
N5 21.04053 7.79086 16.93740  1.142
O5 21.30752 6.52798 16.61880  -0.589
H77 18.75176 6.50306 16.60234  0.647
H78 18.41250 7.72816 17.65441  -0.058
H79 17.73477 7.89256 16.04927  -0.514
H80 20.97926 8.73120 14.32993  0.102
H81 20.02045 7.20140 14.22881  0.435
H82 19.27246 8.73582 14.07831  -0.296
H83 18.85041 10.27288 15.80805  0.286
H84 19.22283 9.71892 17.49151  -0.468
H85 21.14135 10.95678 15.44936  0.316
H86 20.48721 11.58296 16.91813  0.529
H87 21.55867 10.22599 18.35866  0.210
H88 22.79680 10.67452 17.23847  0.487
H89 23.46077 7.55722 15.69692  0.388
H90 24.10893 9.12968 16.23621  0.478
H91 22.92381 9.13304 15.00546  0.327
H92 22.39695 8.32152 19.29063  0.015
H93 23.90488 8.64326 18.56762  0.412
H94 23.31932 7.03442 18.39285  0.378
H95 20.82611 6.03216 17.28514  0.385
C46 8.83125 7.77656 17.43532  -1.699
C47 10.18999 8.44642 17.20562  1.628
C48 10.11873 9.99795 17.43679  -0.583
O6 11.18375 7.88952 18.05773  -0.605
H96 8.03631 8.41006 17.04181  0.363
H97 8.58764 7.63966 18.48889  0.382
H98 8.71777 6.86952 16.84162  0.417
H99 10.50516 8.25745 16.17943  -0.531
H100 9.49036 10.58440 16.76647  0.515
H101 11.15427 10.33722 17.46251  -0.466
H102 9.79005 10.33243 18.42076  0.382
H103 11.82089 8.59188 18.20728  0.160
C49 14.51818 7.48724 17.80810  -1.648
C50 14.76499 8.97516 17.56700  1.699
C51 14.92902 9.35720 16.08553  -1.023
O7 13.63659 9.63800 18.14592  0.125
H104 14.49628 7.15672 18.84655  0.436
H105 15.36719 6.96818 17.36329  0.322
H106 13.58720 7.14178 17.35863  0.440
H107 15.60229 9.27318 18.19804  -0.560
H108 15.52457 8.65098 15.50702  0.214
H109 15.45490 10.30718 15.99023  0.371
H110 13.95005 9.49872 15.62761  0.004
H111 13.75987 10.53788 17.83511  -0.383

Output
- SMILES = CC1(C)CCCC(C)(C)N1O.CC1(C)CCCC(C)(C)N1O.CC1(C)CCCC(C)(C)N1O.CC1(C)CCCC(C)(C)N1O.CC1(C)CCCC(C)(C)N1O.CC(C)O.CC(C)O
- charge = 0

=====

The calculation returns the following HOMO level values, one per record and in order: -7.061; -2.309; -7.966 eV.
The calculation returns the following M values, one per record and in order: 649.145; 75.087; 906.477 g mol⁻¹.
The calculation returns the following energy above the lowest of the compared OMol25 structures with the same formula, charge and spin values, one per record and in order: 0.0; 83.8; 67.7 kcal per mole.